The following is a DFT calculation (the ωB97M-V functional and the def2-TZVPD basis) of 2 unconnected molecules or ions with the total composition C5H15NO2 at a distorted geometry.

Properties
multiplicity = 1
lowest unoccupied orbital energy = 0.6 eV
frontier orbital gap = 8.87 eV
SMILES = CN[C@H](C)CCO.O
total charge = 0
calculated total energy = -11012.1386 eV
energy above the lowest of the compared OMol25 structures with the same formula, charge and spin = 174.41 kJ/mol

Positions of all 23 atoms, in Å:
C1 1.1928 -1.7081 -0.7920
N1 0.5361 -0.4520 -1.0355
C2 0.1115 0.3566 0.0849
C3 -1.1546 -0.1352 0.8194
C4 0.0080 1.8602 -0.2461
C5 0.7953 2.7309 0.7105
O1 0.6276 2.4590 2.1231
H1 2.0920 -1.7885 -1.3987
H2 1.4047 -1.8708 0.2634
H3 0.5813 -2.5993 -0.9706
H4 -0.0677 -0.3922 -1.8434
H5 0.9469 0.2183 0.7823
H6 -1.1677 0.2436 1.8410
H7 -1.1185 -1.1964 0.9673
H8 -2.0433 0.2268 0.3014
H9 0.4381 2.0441 -1.2180
H10 -1.0439 2.1278 -0.2591
H11 1.8664 2.6461 0.5175
H12 0.5702 3.7939 0.5991
H13 0.2257 1.5844 2.1610
O2 -1.4182 -3.2989 -0.9165
H14 -1.4323 -4.2242 -1.1542
H15 -1.9505 -2.6260 -1.3367


The following is a DFT calculation (the ωB97M-V functional and the def2-TZVPD basis) of 2 unconnected molecules or ions with the total composition C5H10O2.

Properties
multiplicity = 1
lowest unoccupied orbital energy = 0.9 eV
frontier orbital gap = 10.53 eV
SMILES = C=CCO.CC=O
total charge = 0
calculated total energy = -9440.5987 eV
energy above the lowest of the compared OMol25 structures with the same formula, charge and spin = 235.84 kJ/mol

Positions of all 17 atoms, in Å:
C1 -0.5944 -1.5573 0.2602
C2 0.4919 -1.2588 -0.4500
C3 1.8072 -0.8232 0.1512
O1 2.5320 0.0993 -0.6226
H1 -0.6087 -1.4489 1.3449
H2 -1.5171 -1.8918 -0.2080
H3 0.4674 -1.3038 -1.5390
H4 1.6293 -0.4603 1.1812
H5 2.4509 -1.7055 0.2344
H6 1.9388 0.8417 -0.8322
C4 -1.8592 1.2148 0.0983
C5 -0.3996 1.4897 0.0408
O2 0.2449 1.5116 -0.9869
H7 -2.1733 0.7626 1.0399
H8 -2.2053 0.6153 -0.7449
H9 -2.3063 2.2279 0.0200
H10 0.1015 1.6869 1.0129